1.
15
Properties=species:S:1:pos:R:3:forces:R:3 method="wB97M-V/def2-TZVPD" orbital_gap_ha=0.3367 e_above_lowest_kj_mol=281.8
C 2.1435 0.4949 -1.6452 -0.194 0.573 -2.149
N 0.6779 0.4205 -1.3555 1.174 0.506 1.022
C 0.2599 -0.0150 -0.2319 -0.660 -0.510 -1.004
N -1.1790 0.1239 0.0412 2.289 -0.920 2.426
S -2.1107 1.3133 -0.6666 -1.879 -0.807 -0.992
C -1.5876 -0.3434 1.3770 0.181 0.950 -0.868
C -1.2968 -1.5525 1.8953 -0.025 0.714 1.080
Cl -0.0808 -2.6017 1.1037 -1.510 -0.416 0.959
H 2.4244 0.4378 -2.8196 -1.125 -0.601 2.700
H 2.5651 1.5008 -1.4632 -0.664 -0.226 0.430
H 2.7131 -0.1937 -1.0412 0.351 -0.487 -0.058
H 0.7547 -0.6872 0.5742 -0.340 1.939 -1.538
H -1.4677 2.4587 -0.6489 1.163 0.521 0.571
H -2.1339 0.4719 1.9320 0.226 -1.481 -0.505
H -1.6822 -1.8282 2.9489 1.014 0.244 -2.073

***

2.
72
Properties=species:S:1:pos:R:3:forces:R:3 method="wB97M-V/def2-TZVPD" charge=+2 orbital_gap_ha="0.1711 / 0.1087" spin_multiplicity=3 e_above_lowest_kj_mol=30.2 s_squared=2.0256
Mo 0.7941 -0.4454 4.3458 -1.053 -0.128 2.249
C -0.8868 1.1427 4.6223 -1.595 -1.486 -0.635
C -1.1265 0.1841 3.5920 -0.419 1.045 0.567
C -0.8945 0.4139 2.1006 -0.944 -0.034 -0.216
C 0.5191 0.1456 1.5596 -0.032 -0.796 -0.138
C 1.6688 0.3511 2.5054 0.569 1.814 0.148
C 1.7474 1.4900 3.3438 1.545 -1.145 -2.088
C 0.7447 2.5933 3.3370 -0.063 0.800 -0.021
C -0.3671 2.5119 4.3957 0.596 0.370 0.612
C 0.6793 -2.4799 4.6463 0.323 -0.241 -0.465
H -1.4582 1.0282 5.5515 0.391 -0.248 -0.235
H -1.8507 -0.6145 3.8370 0.461 0.314 -0.001
H -1.2145 1.4136 1.7854 -0.010 -0.123 0.315
H -1.5590 -0.2762 1.5605 0.173 0.286 0.250
H 0.5496 -0.8953 1.2126 0.056 0.203 0.129
H 0.6771 0.7485 0.6550 0.004 0.102 0.165
H 2.5743 -0.2309 2.2797 -0.195 0.312 0.361
H 2.7338 1.7220 3.7486 -0.290 -0.212 0.247
H 0.2701 2.7067 2.3541 0.336 -0.259 0.130
H 1.2794 3.5365 3.5215 -0.018 -0.333 -0.077
H -0.0208 2.9306 5.3551 -0.039 -0.236 -0.313
H -1.1664 3.1901 4.0672 -0.100 -0.330 0.063
H 0.1309 -2.6600 5.5878 0.177 0.161 -0.230
H 1.7048 -2.8880 4.7174 -0.388 0.009 0.055
H 0.1253 -2.9294 3.8097 0.130 0.002 0.037
P 1.4526 -0.8845 -1.3768 1.976 0.680 -2.322
P -2.0480 -0.2507 -1.2310 -2.482 0.860 -2.708
N 2.7985 0.1866 -1.6676 0.032 0.033 0.730
N 2.1355 -2.2148 -2.4461 -0.248 -1.077 0.303
N -2.4168 1.4305 -1.6494 0.705 0.373 0.443
N -3.5676 -0.8300 -1.9598 0.241 -1.218 -0.030
C 0.4147 -0.1307 -2.6925 -0.882 -0.324 -0.277
C -1.0221 -0.6850 -2.7252 0.304 0.107 -0.063
C 3.8214 0.3662 -0.7314 0.527 0.579 -0.830
C 4.8335 1.1148 -1.3189 -0.847 -0.598 0.226
C 4.4376 1.3914 -2.6671 -1.079 -0.731 0.238
C 3.1890 0.8130 -2.8570 0.844 0.280 0.386
C 2.3602 -3.5111 -1.9783 -0.577 2.321 -0.373
C 2.7004 -4.3290 -3.0537 0.435 0.245 -2.726
C 2.7151 -3.5083 -4.2247 0.315 -2.111 1.412
C 2.3921 -2.2159 -3.8191 -0.442 0.306 1.503
C -2.6335 2.4184 -0.6723 0.683 0.454 -0.714
C -2.3840 3.6663 -1.2341 -0.180 -0.897 0.199
C -2.0567 3.4555 -2.6132 -0.121 -1.213 0.115
C -2.1132 2.0897 -2.8452 0.414 0.786 0.600
C -4.3731 -0.2663 -2.9606 -0.830 -0.842 0.392
C -5.4170 -1.1484 -3.2548 1.652 0.194 0.939
C -5.1835 -2.3446 -2.4834 1.009 0.770 0.173
C -4.0189 -2.1404 -1.7475 -1.111 0.687 -0.476
H 0.8444 -0.3344 -3.6852 -0.058 0.257 0.495
H 0.4069 0.9638 -2.5693 0.010 -0.288 0.135
H -1.5110 -0.3162 -3.6443 0.045 -0.337 0.548
H -1.0311 -1.7890 -2.7977 -0.020 0.340 0.115
H 3.7205 -0.0710 0.2529 0.135 0.124 -0.111
H 5.7515 1.4281 -0.8431 -0.113 -0.059 -0.032
H 4.9931 1.9328 -3.4218 -0.093 -0.024 0.188
H 2.5412 0.8210 -3.7210 0.204 0.168 0.141
H 2.2553 -3.7135 -0.9220 -0.011 -0.159 -0.085
H 2.9141 -5.3904 -3.0188 -0.014 0.199 0.058
H 2.9359 -3.8147 -5.2414 0.012 0.031 0.258
H 2.3254 -1.3116 -4.4077 0.080 -0.198 0.064
H -2.9916 2.1125 0.3045 0.162 0.215 -0.129
H -2.4240 4.6307 -0.7366 -0.184 -0.326 -0.075
H -1.7986 4.1931 -3.3630 -0.203 -0.048 0.190
H -1.9588 1.5370 -3.7599 0.007 0.236 0.120
H -4.1586 0.7105 -3.3521 -0.193 0.102 0.107
H -6.2445 -0.9505 -3.9182 0.131 -0.028 -0.022
H -5.8044 -3.2270 -2.4761 0.132 0.006 0.012
H -3.4678 -2.7739 -1.0752 -0.178 -0.169 0.184
S 1.5633 0.0510 6.4543 0.025 0.426 -0.007
C 0.1825 0.0507 7.4490 -1.828 0.198 1.755
N -0.7142 0.0989 8.2104 2.001 -0.177 -1.956

***

3.
13
Properties=species:S:1:pos:R:3:forces:R:3 method="wB97M-V/def2-TZVPD" orbital_gap_ha=0.3839 smiles="CC1=NCC=C1" e_above_lowest_kj_mol=72.6
C -0.6163 -1.9261 -0.1785 -0.052 -0.038 -0.148
C -0.2493 -0.4767 -0.1597 -0.127 -0.068 0.007
N -1.1374 0.4295 0.0474 0.252 -0.115 0.406
C -0.4026 1.6498 0.3413 0.200 0.217 -0.165
C 1.0342 1.3776 -0.0278 -0.121 -0.093 0.054
C 1.1203 0.0656 -0.2803 -0.076 0.011 -0.028
H -0.2843 -2.4256 0.7447 0.001 0.202 -0.257
H -1.7047 -1.9998 -0.2303 0.163 -0.099 -0.054
H -0.1567 -2.4426 -1.0258 -0.077 -0.028 0.083
H -0.8338 2.5795 -0.0484 -0.007 -0.332 -0.115
H -0.4923 1.6932 1.4379 0.179 0.357 -0.062
H 1.8348 2.1102 -0.0886 -0.203 -0.143 0.198
H 1.9976 -0.5118 -0.5551 -0.132 0.129 0.083

***

4.
35
Properties=species:S:1:pos:R:3:forces:R:3 method="wB97M-V/def2-TZVPD" charge=-1 orbital_gap_ha=0.2888
C -2.2514 -1.6928 2.0180 0.512 0.310 -0.996
C -2.7076 -2.9644 1.1898 -0.908 0.154 1.256
O -1.6381 -3.8436 0.8083 -0.806 0.186 -1.129
C -1.2908 -3.6739 -0.5898 1.419 0.734 0.492
C -0.3993 -2.3640 -0.6674 0.916 -0.063 -0.278
C 0.9773 -2.4295 -0.2267 -1.807 2.291 -1.133
C 1.7747 -1.1517 -0.2773 -2.399 -0.236 -0.604
Cl 3.4608 -1.2501 0.3155 -1.538 0.308 -0.654
C 1.1594 0.0584 -0.7638 0.264 -1.085 0.399
C -0.2754 0.1344 -1.2250 2.478 -1.437 1.199
N -0.7260 1.3825 -1.6409 -3.123 -2.691 -0.233
C -2.0270 1.2647 -1.9696 0.374 0.177 -0.090
Cl -2.8392 2.7783 -2.5481 0.647 -1.398 0.524
C -2.8723 0.0393 -1.9487 1.251 -0.072 0.423
N -2.3857 -1.1616 -1.5592 0.685 2.765 -0.291
C -1.0554 -1.1158 -1.1639 1.131 0.072 0.211
H -2.3626 -1.8029 3.1271 -0.139 0.079 -1.074
H -2.8302 -0.8140 1.6034 0.511 -0.790 0.873
H -1.1631 -1.4507 1.8247 -1.168 -0.387 0.148
H -3.4023 -3.5518 1.8673 0.814 0.409 -0.790
H -3.3414 -2.6556 0.3106 0.897 -0.288 0.693
H -0.6530 -4.5556 -0.8936 -0.747 0.894 0.468
H -2.1895 -3.6141 -1.2547 0.753 0.029 0.671
H 1.4009 -3.3985 0.1384 -0.359 1.172 -0.379
H 1.7740 1.0009 -0.7667 -0.812 -1.044 0.031
H -3.9439 0.1193 -2.2558 1.166 -0.091 0.283
N 4.0771 4.4136 0.3121 -0.558 -0.080 0.046
S 3.9492 3.1215 1.2057 1.135 -2.292 1.513
O 3.1226 2.0590 0.7000 -0.158 0.736 -0.209
O 3.9584 3.3008 2.6285 -0.344 0.550 -0.493
F 5.4067 2.5086 0.9704 0.054 0.577 -0.469
S 2.7381 5.2389 0.2659 -1.881 1.700 -0.686
O 2.7189 6.2234 -0.7791 0.974 -0.452 0.237
O 2.1714 5.6604 1.5151 0.639 -0.517 -0.001
F 1.6652 4.1864 -0.2707 0.127 -0.220 0.043

***

5.
20
Properties=species:S:1:pos:R:3:forces:R:3 method="wB97M-V/def2-TZVPD" charge=-1 orbital_gap_ha=0.2327 e_above_lowest_kj_mol=308.5
C -0.4063 0.6951 -1.6378 2.949 -0.961 -1.255
O -1.3794 0.8314 -2.5271 -1.234 0.442 0.306
C -0.7165 0.0039 -0.2820 -0.009 0.560 -1.154
C 0.4975 -0.0689 0.6112 -0.831 0.543 0.587
C 0.2379 -0.9235 1.8334 -0.887 -1.652 -0.678
C 1.8285 -2.1464 3.0271 -0.870 0.671 -1.313
N 1.3548 -1.0124 2.7368 0.282 0.457 0.809
H 0.2612 1.5966 -1.4567 -0.846 0.157 0.352
H 0.4433 0.0493 -2.1403 -0.550 0.042 0.803
H -1.4937 0.6566 0.1309 -0.316 -0.681 0.327
H -1.0149 -1.0146 -0.5550 -0.645 0.189 0.293
H 1.3022 -0.4698 -0.0061 0.457 0.325 0.333
H 0.6286 0.9376 1.0209 0.868 0.035 -0.472
H -0.6822 -0.6001 2.3296 0.389 0.629 0.377
H -0.1120 -1.9329 1.4942 0.581 0.086 0.031
H 2.6978 -2.2099 3.6661 0.037 -0.299 0.155
H 1.3658 -2.9861 2.4873 0.459 -0.536 0.552
H -1.6537 3.0730 -4.3449 -0.018 -0.233 -0.364
H -1.6080 2.2946 -2.9758 0.411 -0.154 -0.270
O -1.5508 3.2266 -3.4117 -0.226 0.380 0.582

***

6.
93
Properties=species:S:1:pos:R:3:forces:R:3 method="wB97M-V/def2-TZVPD" orbital_gap_ha=0.3357 smiles="O=C1OC[C@@](P(O)Br)(C(F)(F)C(F)(F)C(F)(F)C(F)(F)F)O1.COC[C@@H](C)N.COC[C@@H](C)N.COC[C@@H](C)N.COC[C@@H](C)N"
O -3.2614 2.2646 4.7213 -0.238 1.040 0.525
C -3.2851 1.2495 4.1354 -0.181 -0.558 -0.566
O -3.9413 0.1310 4.4861 0.403 -0.395 0.253
C -3.1706 -0.9574 3.9484 0.137 0.243 -0.031
C -2.6176 -0.3224 2.6408 -0.174 -0.705 0.526
P -0.8673 -1.0386 2.3264 0.124 0.305 -0.571
O -1.1651 -2.5109 2.9561 -0.109 -0.268 -0.134
Br 0.1392 -0.0725 4.0263 0.001 0.078 0.111
C -3.5656 -0.6674 1.4734 -0.146 0.127 -0.161
F -4.8423 -0.7858 1.9451 0.393 -0.057 -0.104
F -3.2019 -1.8884 0.9772 -0.178 0.243 0.132
C -3.7492 0.3124 0.2624 -0.024 0.036 -0.020
F -4.6831 -0.2810 -0.5158 0.171 0.165 0.130
F -4.2551 1.4683 0.7399 -0.011 -0.207 -0.159
C -2.5385 0.6383 -0.6877 -0.138 -0.003 -0.105
F -1.6884 -0.4143 -0.6954 -0.093 0.223 -0.081
F -3.0287 0.8071 -1.9341 0.141 -0.110 0.261
C -1.7272 1.9298 -0.3806 -0.190 -0.039 0.248
F -2.5106 3.0018 -0.4598 0.010 -0.102 -0.029
F -0.7645 2.0512 -1.2892 0.147 -0.085 -0.044
F -1.1795 1.8713 0.8307 -0.023 -0.074 -0.157
O -2.6360 1.0584 2.9458 0.162 -0.344 -0.122
H -3.7692 -1.8571 3.8447 -0.138 0.243 -0.160
H -2.3405 -1.1626 4.6293 -0.169 -0.008 -0.030
H -1.0659 -3.1964 2.2744 0.000 0.033 0.178
C 1.9701 1.0711 -2.6976 0.039 0.013 0.012
O 3.1508 1.0673 -3.4737 -0.033 0.005 0.035
C 2.9758 0.7874 -4.8485 0.041 -0.041 -0.052
C 2.5604 1.9915 -5.7020 -0.032 0.080 0.028
C 1.0996 2.3975 -5.5344 -0.024 -0.009 -0.029
N 3.4090 3.1637 -5.4828 0.065 -0.092 0.042
H 1.2615 0.3134 -3.0496 -0.021 0.004 0.008
H 1.4753 2.0448 -2.6984 -0.019 -0.016 -0.053
H 2.2549 0.8399 -1.6729 0.017 -0.029 0.062
H 3.9509 0.4393 -5.1985 0.009 0.013 0.029
H 2.2631 -0.0396 -4.9750 -0.022 0.027 -0.018
H 2.7003 1.6825 -6.7430 0.000 -0.041 -0.001
H 0.9434 2.9480 -4.6063 0.011 -0.016 0.019
H 0.7997 3.0515 -6.3521 0.019 0.027 0.013
H 0.4409 1.5269 -5.5324 0.003 -0.001 0.005
H 4.3710 2.9434 -5.7206 -0.021 0.022 -0.049
H 3.4222 3.3668 -4.4872 -0.032 0.035 -0.019
C -1.1730 7.8089 3.6123 -0.026 0.010 0.054
O -1.7659 6.7150 4.2793 0.061 0.013 -0.019
C -2.6578 5.9349 3.5060 -0.105 -0.043 0.023
C -1.9884 4.8704 2.6293 0.092 0.006 -0.075
C -1.3011 5.4351 1.3892 0.009 0.000 0.001
N -1.0421 4.0402 3.3737 -0.024 0.088 0.145
H -1.8690 8.2612 2.8979 0.007 0.011 -0.013
H -0.2592 7.5268 3.0825 -0.020 0.000 -0.030
H -0.9166 8.5501 4.3687 0.002 -0.001 -0.001
H -3.2969 5.4231 4.2289 0.027 0.007 0.026
H -3.2973 6.5913 2.8989 0.020 -0.020 -0.030
H -2.7969 4.2109 2.2937 -0.037 0.019 -0.003
H -0.3449 5.8950 1.6410 -0.011 0.023 0.026
H -1.0969 4.6375 0.6773 0.053 0.039 0.045
H -1.9220 6.1838 0.8929 -0.001 -0.003 0.001
H -1.5428 3.5858 4.1328 0.035 -0.079 -0.089
H -0.3755 4.6591 3.8281 0.032 -0.017 -0.051
C -0.7659 -3.8341 -0.6567 0.047 0.066 0.209
O -1.5341 -4.8287 -0.0088 0.044 0.040 0.042
C -2.6853 -5.2674 -0.7098 -0.112 -0.011 0.022
C -2.4164 -6.3355 -1.7750 0.092 -0.033 -0.037
C -1.7669 -5.7943 -3.0446 -0.020 0.008 -0.030
N -1.6207 -7.4564 -1.2728 -0.048 0.062 0.115
H -1.3998 -3.1393 -1.2157 0.013 0.003 -0.010
H -0.0065 -4.2513 -1.3216 -0.058 -0.028 -0.045
H -0.2477 -3.2831 0.1319 0.067 0.093 -0.122
H -3.3397 -5.6969 0.0523 0.030 0.002 0.022
H -3.2060 -4.4046 -1.1467 0.013 -0.016 -0.027
H -3.3978 -6.7350 -2.0498 -0.030 0.031 0.010
H -0.7015 -5.6124 -2.8998 -0.001 0.016 0.023
H -1.8628 -6.5214 -3.8496 0.023 -0.023 0.015
H -2.2351 -4.8624 -3.3670 0.002 0.001 0.005
H -2.1083 -7.9142 -0.5093 -0.018 -0.035 -0.052
H -0.7680 -7.0879 -0.8611 0.018 -0.019 -0.052
C 2.9575 -1.7445 0.5508 0.101 0.008 0.158
O 3.5767 -2.9002 1.0794 -0.037 0.042 -0.025
C 4.6769 -3.3903 0.3360 0.020 -0.080 -0.028
C 6.0098 -2.6841 0.6117 0.003 0.084 0.046
C 6.1221 -1.2991 -0.0181 0.022 -0.001 -0.022
N 6.3168 -2.5863 2.0397 -0.090 -0.089 -0.009
H 2.9696 -1.7551 -0.5427 -0.028 0.040 -0.051
H 3.4331 -0.8274 0.9083 0.035 0.017 -0.099
H 1.9284 -1.7337 0.9022 -0.133 -0.044 -0.015
H 4.7769 -4.4388 0.6274 -0.021 0.011 0.026
H 4.4435 -3.3643 -0.7376 0.028 0.022 0.000
H 6.7805 -3.3165 0.1592 -0.019 -0.025 -0.028
H 5.5664 -0.5559 0.5538 -0.025 -0.008 0.006
H 7.1639 -0.9814 -0.0315 -0.002 0.004 0.031
H 5.7473 -1.2917 -1.0434 -0.003 -0.004 0.003
H 6.3764 -3.5152 2.4448 0.055 0.012 -0.014
H 5.5298 -2.1438 2.5061 0.038 0.042 -0.002